Below is 4 unconnected molecules or ions with the total composition C37H60Br2F3N11O4PSSi in a non-equilibrium geometry, with properties calculated with ωB97M-V with the def2-TZVPD basis set.

Each atom is followed by the atoms it is bonded to, with distances in Å.
Element x y z (Å)
1 C -0.01760 4.75107 4.21338  C2 1.559, H46 1.115, H47 1.107, H48 1.117
2 C 0.48096 4.57642 2.74683  C1 1.559, Br3 1.939, C4 1.347
3 Br 1.31371 6.13755 1.95353  C2 1.939
4 C 0.34702 3.41008 2.08595  C2 1.347, Br5 1.964, C6 1.603
5 Br -0.46091 1.95433 3.12824  C4 1.964
6 C 0.82451 3.13203 0.58170  C4 1.603, N7 1.477, C8 1.561, N35 1.491
7 N 2.28412 3.35194 0.63901  C6 1.477, H49 1.014, H50 1.019
8 C 0.22992 4.13465 -0.45713  C6 1.561, C9 1.569, H51 1.112, H52 1.119
9 C -0.75808 3.50273 -1.49988  C8 1.569, C10 1.572, P16 1.925, N19 1.465
10 C 0.03981 2.86145 -2.69275  C9 1.572, C11 1.586, H53 1.115, H54 1.109
11 C -0.83501 2.78931 -4.01329  C10 1.586, C12 1.561, H55 1.111, H56 1.115
12 C -0.40092 1.57499 -4.89296  C11 1.561, F13 1.361, F14 1.345, F15 1.377
13 F -0.97930 1.68889 -6.11952  C12 1.361
14 F 0.93229 1.41991 -4.97531  C12 1.345
15 F -0.96043 0.44814 -4.33370  C12 1.377
16 P -1.65368 4.99669 -2.31962  C9 1.925, N17 1.756, O18 1.683
17 N -0.36676 5.82670 -3.17889  P16 1.756, H57 1.022, H58 1.028
18 O -2.15618 6.09328 -1.14651  P16 1.683, H59 0.977
19 N -1.66219 2.58143 -0.80713  C9 1.465, C20 1.469, C26 1.439
20 C -2.55565 3.21464 0.17177  N19 1.469, C21 1.567, H60 1.116, H61 1.122
21 C -3.52556 2.22683 0.90545  C20 1.567, O22 1.204, N23 1.453
22 O -3.17396 1.31293 1.60639  C21 1.204
23 N -4.95353 2.45745 0.76714  C21 1.453, C24 1.489, C25 1.503
24 C -5.70349 1.45183 1.56859  N23 1.489, H62 1.107, H63 1.115, H64 1.119
25 C -5.16046 3.73977 1.52328  N23 1.503, H65 1.108, H66 1.125, H67 1.111
26 C -0.81832 1.54918 -0.26496  N19 1.439, N27 1.300, N35 1.411
27 N -1.25657 0.32916 -0.36021  C26 1.300, C28 1.466, H68 1.024
28 C -2.49546 -0.11927 -1.00303  N27 1.466, C29 1.562, H69 1.122, H70 1.104
29 C -3.07404 -1.32196 -0.19204  C28 1.562, O30 1.452, H71 1.112, H72 1.110
30 O -2.10397 -2.39482 -0.31509  C29 1.452, Si31 1.706
31 Si -1.86236 -3.19763 1.17022  O30 1.706, C32 1.910, C33 1.913, C34 1.919
32 C -3.46884 -3.91265 1.91596  Si31 1.910, H73 1.116, H74 1.114, H75 1.111
33 C -0.63619 -4.65794 1.01272  Si31 1.913, H76 1.120, H77 1.110, H78 1.114
34 C -1.12546 -2.05944 2.52830  Si31 1.919, H79 1.121, H80 1.114, H81 1.116
35 N 0.45808 1.71171 0.31463  C6 1.491, C26 1.411, C36 1.486
36 C 1.52932 0.93559 -0.36227  N35 1.486, C37 1.595, H82 1.119, H83 1.116
37 C 2.53062 0.24065 0.66677  C36 1.595, C38 1.587, H84 1.108, H85 1.117
38 C 4.00356 0.64455 0.23716  C37 1.587, C39 1.571, H86 1.115, H87 1.114
39 C 5.02990 -0.48865 0.59991  C38 1.571, S40 1.836, H88 1.117, H89 1.110
40 S 6.49750 -0.53993 -0.50229  C39 1.836, C41 1.803
41 C 7.92354 -0.15101 0.53098  S40 1.803, N42 1.319, O45 1.356
42 N 8.81810 0.80999 0.40152  C41 1.319, N43 1.354
43 N 9.63978 0.65051 1.46624  N42 1.354, C44 1.311
44 C 9.27740 -0.38405 2.18548  N43 1.311, O45 1.383, H90 1.095
45 O 8.14978 -0.94063 1.61024  C41 1.356, C44 1.383
46 H -1.12276 4.61154 4.25103  C1 1.115
47 H 0.53213 4.11100 4.92975  C1 1.107
48 H 0.14905 5.81558 4.50842  C1 1.117
49 H 2.52599 4.26721 0.27604  N7 1.014
50 H 2.57595 3.31928 1.61451  N7 1.019
51 H 0.97309 4.73326 -1.02723  C8 1.112
52 H -0.35742 4.88057 0.13493  C8 1.119
53 H 0.91439 3.52140 -2.89900  C10 1.115
54 H 0.41162 1.82962 -2.52893  C10 1.109
55 H -0.69725 3.68323 -4.65854  C11 1.111
56 H -1.90982 2.59822 -3.78861  C11 1.115
57 H -0.76085 6.70163 -3.53048  N17 1.022
58 H 0.35820 6.10741 -2.50645  N17 1.028
59 H -1.40040 6.57402 -0.75643  O18 0.977
60 H -3.24321 3.95722 -0.29873  C20 1.116
61 H -2.04496 3.78605 0.99065  C20 1.122
62 H -5.64815 0.43124 1.14385  C24 1.107
63 H -5.46362 1.50356 2.65603  C24 1.115
64 H -6.77513 1.76395 1.48632  C24 1.119
65 H -6.23274 4.00405 1.61724  C25 1.108
66 H -4.76157 3.65477 2.57131  C25 1.125
67 H -4.63870 4.60367 1.05844  C25 1.111
68 H -0.67045 -0.41580 0.02710  N27 1.024
69 H -2.20252 -0.55772 -1.99301  C28 1.122
70 H -3.23648 0.66759 -1.22770  C28 1.104
71 H -3.20515 -1.09486 0.88855  C29 1.112
72 H -3.99321 -1.67191 -0.70764  C29 1.110
73 H -3.15407 -4.74208 2.59299  C32 1.116
74 H -4.07201 -4.33962 1.08229  C32 1.114
75 H -4.01892 -3.15967 2.51910  C32 1.111
76 H 0.38315 -4.24434 1.22528  C33 1.120
77 H -0.82353 -5.42196 1.79553  C33 1.110
78 H -0.68220 -5.07526 -0.01958  C33 1.114
79 H -0.48732 -1.23705 2.11336  C34 1.121
80 H -0.47839 -2.67221 3.19684  C34 1.114
81 H -1.91612 -1.59670 3.16477  C34 1.116
82 H 1.13607 0.07269 -0.95689  C36 1.119
83 H 2.09871 1.52456 -1.11954  C36 1.116
84 H 2.33423 0.54809 1.71348  C37 1.108
85 H 2.49757 -0.86641 0.52296  C37 1.117
86 H 4.08177 0.81484 -0.86170  C38 1.115
87 H 4.32470 1.59787 0.71462  C38 1.114
88 H 4.53586 -1.48682 0.52023  C39 1.117
89 H 5.34827 -0.37660 1.65775  C39 1.110
90 H 9.78071 -0.75788 3.08377  C44 1.095
91 N -7.50848 -5.26289 3.80794  C92 1.368, C95 1.369, H96 1.005
92 C -6.90339 -4.03916 3.72744  N91 1.368, C93 1.371, H97 1.078
93 C -7.25851 -3.47041 2.53143  C92 1.371, C94 1.419, H98 1.079
94 C -8.11616 -4.38513 1.86689  C93 1.419, C95 1.370, H99 1.078
95 C -8.25326 -5.47955 2.68031  N91 1.369, C94 1.370, H100 1.078
96 H -7.42065 -5.90384 4.57657  N91 1.005
97 H -6.27336 -3.68080 4.52527  C92 1.078
98 H -6.93933 -2.50412 2.17332  C93 1.079
99 H -8.58035 -4.25497 0.90240  C94 1.078
100 H -8.81368 -6.39128 2.55461  C95 1.078
101 N 10.57494 -2.78367 0.05472  C102 1.368, C105 1.369, H106 1.004
102 C 10.52653 -3.82413 -0.83286  N101 1.368, C103 1.370, H107 1.078
103 C 11.38012 -4.79936 -0.38731  C102 1.370, C104 1.419, H108 1.078
104 C 11.96275 -4.33215 0.81908  C103 1.419, C105 1.370, H109 1.078
105 C 11.44482 -3.08799 1.06724  N101 1.369, C104 1.370, H110 1.078
106 H 10.05260 -1.92935 -0.02465  N101 1.004
107 H 9.89178 -3.77957 -1.70269  C102 1.078
108 H 11.56543 -5.74410 -0.87268  C103 1.078
109 H 12.68011 -4.85027 1.43515  C104 1.078
110 H 11.62025 -2.39426 1.87306  C105 1.078
111 N -2.71910 -3.37215 -6.40483  C112 1.369, C115 1.367, H116 1.005
112 C -2.76714 -4.57872 -5.76034  N111 1.369, C113 1.370, H117 1.078
113 C -2.40279 -4.37526 -4.45522  C112 1.370, C114 1.419, H118 1.078
114 C -2.12929 -2.99069 -4.30475  C113 1.419, C115 1.372, H119 1.079
115 C -2.33609 -2.39851 -5.52451  N111 1.367, C114 1.372, H120 1.078
116 H -2.93292 -3.22450 -7.37534  N111 1.005
117 H -3.05424 -5.47482 -6.28540  C112 1.078
118 H -2.34040 -5.13509 -3.69265  C113 1.078
119 H -1.81672 -2.48656 -3.40323  C114 1.079
120 H -2.24291 -1.37239 -5.84049  C115 1.078

Computed properties:
- E_LUMO (eV) = -2.80
- 2S+1 = 1
- charge = +1
- frontier orbital gap (eV) = 6.55
- HOMO (Eh) = -0.344